{"formula": "C27H108N54O27", "method": "the ωB97M-V functional and the def2-TZVPD basis", "elements": ["C", "O", "N", "N", "H", "H", "H", "H", "C", "O", "N", "N", "H", "H", "H", "H", "C", "O", "N", "N", "H", "H", "H", "H", "C", "O", "N", "N", "H", "H", "H", "H", "C", "O", "N", "N", "H", "H", "H", "H", "C", "O", "N", "N", "H", "H", "H", "H", "C", "O", "N", "N", "H", "H", "H", "H", "C", "O", "N", "N", "H", "H", "H", "H", "C", "O", "N", "N", "H", "H", "H", "H", "C", "O", "N", "N", "H", "H", "H", "H", "C", "O", "N", "N", "H", "H", "H", "H", "C", "O", "N", "N", "H", "H", "H", "H", "C", "O", "N", "N", "H", "H", "H", "H", "C", "O", "N", "N", "H", "H", "H", "H", "C", "O", "N", "N", "H", "H", "H", "H", "C", "O", "N", "N", "H", "H", "H", "H", "C", "O", "N", "N", "H", "H", "H", "H", "C", "O", "N", "N", "H", "H", "H", "H", "C", "O", "N", "N", "H", "H", "H", "H", "C", "O", "N", "N", "H", "H", "H", "H", "C", "O", "N", "N", "H", "H", "H", "H", "C", "O", "N", "N", "H", "H", "H", "H", "C", "O", "N", "N", "H", "H", "H", "H", "C", "O", "N", "N", "H", "H", "H", "H", "C", "O", "N", "N", "H", "H", "H", "H", "C", "O", "N", "N", "H", "H", "H", "H", "C", "O", "N", "N", "H", "H", "H", "H"], "coordinates": [[-26.124169, 9.488505, -5.962654], [-25.317975, 10.377754, -5.713511], [-26.623981, 9.292276, -7.138334], [-26.648419, 8.627361, -5.196263], [-26.293945, 9.909564, -7.866439], [-27.626875, 9.204109, -7.219098], [-27.638556, 8.522806, -5.365895], [-26.198639, 8.145833, -4.430808], [-24.389206, 4.225913, -12.984298], [-24.740019, 3.450580, -13.896370], [-25.256149, 4.693903, -12.068546], [-23.181840, 4.610355, -12.729003], [-26.211449, 4.396193, -12.205908], [-25.039777, 5.326220, -11.311271], [-23.063351, 5.175123, -11.900087], [-22.339968, 4.338380, -13.216219], [-17.167953, 9.904057, -15.326285], [-17.040150, 11.001209, -15.772939], [-18.114115, 9.340380, -14.611717], [-16.128842, 9.047221, -15.349026], [-18.220069, 8.363133, -14.379629], [-18.933082, 9.929607, -14.564795], [-15.465649, 9.230433, -16.088416], [-16.179612, 8.239034, -14.745399], [-21.184269, 15.007665, -4.035296], [-20.479618, 14.097551, -3.473897], [-21.087283, 15.221364, -5.349244], [-22.037227, 15.842455, -3.566629], [-21.640050, 15.960594, -5.759229], [-20.818971, 14.397696, -5.868550], [-22.364871, 16.558768, -4.198809], [-22.157464, 15.892658, -2.565059], [-17.366564, 9.550162, -6.915246], [-16.682196, 10.310101, -6.270701], [-17.118808, 9.098681, -8.155047], [-18.396216, 8.979874, -6.327989], [-16.438549, 9.578965, -8.726615], [-17.738906, 8.392696, -8.525406], [-18.847768, 8.167907, -6.724101], [-18.725677, 9.326009, -5.438182], [-24.140007, 8.249154, -11.351337], [-24.998717, 8.607301, -12.203037], [-24.189540, 8.611782, -10.088914], [-23.187163, 7.506278, -11.669866], [-23.382503, 8.299803, -9.567893], [-24.819376, 9.378707, -9.901184], [-22.538019, 7.348177, -10.912421], [-23.170386, 7.092730, -12.591173], [-18.969016, 13.000281, -6.830518], [-20.012922, 13.445940, -7.181690], [-18.613571, 12.663314, -5.610439], [-17.943926, 12.806127, -7.719549], [-19.369440, 12.686814, -4.940954], [-17.719649, 12.257351, -5.373384], [-17.948613, 13.501511, -8.452021], [-17.220529, 12.156879, -7.445201], [-20.639413, 3.776013, -10.493796], [-20.303335, 4.182146, -11.627909], [-20.271014, 2.574038, -10.019913], [-21.272035, 4.437619, -9.550725], [-20.578823, 2.120242, -9.171726], [-19.657345, 2.047428, -10.625054], [-21.850172, 5.213974, -9.839030], [-20.895501, 4.306728, -8.622728], [-21.010875, 11.652979, -12.695775], [-21.412615, 12.748358, -13.020656], [-19.753023, 11.282878, -12.678738], [-21.696801, 10.584067, -12.408238], [-19.559521, 10.308921, -12.494176], [-19.018318, 11.973053, -12.615818], [-21.427292, 9.687208, -12.029926], [-22.655126, 10.902681, -12.422515], [-21.539944, 10.274946, -4.138706], [-20.495192, 9.869891, -3.599671], [-21.781702, 11.515897, -4.410167], [-22.391751, 9.464619, -4.717897], [-22.745046, 11.783002, -4.554064], [-21.042362, 12.170233, -4.197268], [-22.303231, 8.458651, -4.700653], [-23.183248, 9.981607, -5.073356], [-15.876513, 16.082571, -7.846113], [-15.911672, 15.167381, -7.011326], [-16.792326, 16.306414, -8.704536], [-14.900669, 16.913978, -7.889457], [-16.619672, 16.848825, -9.538849], [-17.555586, 15.649905, -8.623701], [-14.922327, 17.771846, -8.422097], [-14.022237, 16.764484, -7.413953], [-19.022794, 7.458281, -10.622987], [-19.316045, 8.600668, -11.022112], [-19.154920, 7.081322, -9.410502], [-18.496345, 6.482992, -11.310781], [-19.693836, 7.593284, -8.726710], [-18.433943, 6.430567, -9.133372], [-18.403557, 6.680374, -12.296956], [-18.438893, 5.551640, -10.924292], [-25.098871, 13.553155, -4.377422], [-24.291303, 12.640158, -4.321134], [-26.343194, 13.431982, -4.705655], [-24.877567, 14.850784, -4.355340], [-26.864929, 14.225326, -5.049882], [-26.518088, 12.496043, -5.042613], [-25.453239, 15.609700, -4.691126], [-23.903077, 15.082344, -4.225570], [-22.075448, 11.559919, -0.655577], [-20.974557, 11.114264, -0.769774], [-22.552267, 12.399711, -1.585355], [-22.999819, 11.387275, 0.235109], [-23.454580, 12.773833, -1.328544], [-22.027449, 12.729680, -2.382722], [-23.906058, 11.792729, 0.049496], [-22.966797, 10.659002, 0.934137], [-25.235759, 5.644724, -5.693822], [-25.086300, 6.230279, -4.648800], [-25.497113, 6.198207, -6.849999], [-25.235195, 4.343177, -5.753555], [-25.752008, 7.173587, -6.788623], [-25.883244, 5.800814, -7.694441], [-25.879369, 3.990778, -6.447070], [-24.750048, 3.749938, -5.095675], [-18.625642, 14.296343, -11.252348], [-18.415463, 14.537416, -10.118358], [-17.959984, 13.551443, -12.068763], [-19.687087, 14.805897, -11.741658], [-16.967691, 13.403400, -11.952418], [-18.302300, 13.652603, -13.013591], [-20.368517, 15.173121, -11.092895], [-20.010571, 14.641267, -12.684176], [-21.837211, 7.025706, -15.499184], [-22.803210, 7.697841, -15.828385], [-21.266137, 6.187835, -16.330691], [-21.251390, 7.108262, -14.330372], [-20.307988, 5.920366, -16.155999], [-21.699111, 5.935550, -17.207612], [-20.294040, 6.818973, -14.189317], [-21.353013, 8.065849, -14.025710], [-25.748013, 9.191281, -1.457035], [-26.849006, 9.760450, -1.134968], [-24.566911, 9.768942, -1.785073], [-25.632543, 7.916744, -1.757588], [-24.140070, 10.467337, -1.193349], [-23.922776, 9.234056, -2.349945], [-24.698000, 7.533892, -1.770225], [-26.418930, 7.318499, -1.548302], [-20.783699, 17.040243, -9.523393], [-21.314790, 16.499967, -10.527879], [-20.739666, 18.342136, -9.367296], [-20.297001, 16.483938, -8.399031], [-21.520997, 18.766800, -9.846130], [-19.845656, 18.756867, -9.146263], [-19.820273, 17.160984, -7.820725], [-20.303721, 15.478198, -8.306535], [-21.331391, 6.047885, -6.378668], [-20.154202, 6.218025, -6.439975], [-22.246049, 6.846959, -6.789063], [-22.057231, 5.191728, -5.816149], [-23.203696, 6.731715, -6.489503], [-22.094267, 7.584110, -7.462617], [-23.049642, 5.171442, -6.002702], [-21.600174, 4.472444, -5.274101], [-15.798143, 10.566098, -11.437697], [-15.410520, 10.171923, -10.350190], [-14.913227, 10.834522, -12.439299], [-17.053033, 10.468633, -11.841937], [-13.903957, 10.797965, -12.451439], [-15.393895, 10.866862, -13.327000], [-17.596163, 10.183991, -11.039384], [-17.383875, 10.534648, -12.793925], [-27.881560, 6.332540, -9.653045], [-27.114029, 5.442893, -9.508891], [-27.394236, 7.501954, -9.817445], [-29.236831, 6.256045, -9.501611], [-28.033729, 8.226152, -10.111878], [-26.384939, 7.534812, -9.836115], [-29.598900, 5.371143, -9.176117], [-29.845064, 7.054838, -9.611606], [-19.254940, 6.403828, -2.806388], [-19.324919, 5.172252, -2.702734], [-18.302062, 7.068580, -3.377465], [-20.232850, 7.251202, -2.507524], [-17.570950, 6.576645, -3.870992], [-18.329328, 8.078213, -3.378460], [-20.143005, 8.217176, -2.788444], [-20.910692, 7.014218, -1.797257], [-21.297867, 9.963354, -8.598235], [-21.739566, 8.796910, -8.776943], [-21.284711, 10.586533, -7.459331], [-20.447239, 10.550258, -9.402874], [-20.620542, 11.343640, -7.383363], [-21.738677, 10.265164, -6.616275], [-19.924583, 11.353114, -9.082952], [-20.497151, 10.217547, -10.355188], [-16.448651, 5.611328, -7.653606], [-16.848328, 5.459691, -8.822868], [-15.298956, 5.227091, -7.180419], [-17.127923, 6.138639, -6.723692], [-15.134967, 5.339158, -6.190148], [-14.731640, 4.692518, -7.822676], [-16.705556, 5.965689, -5.822688], [-18.130958, 6.062798, -6.814558], [-23.679541, 13.689705, -8.002786], [-24.655731, 14.311782, -8.123509], [-22.457733, 14.048829, -8.381318], [-23.456733, 12.647161, -7.270823], [-21.672630, 13.653953, -7.883546], [-22.437456, 14.820118, -9.033098], [-24.174938, 12.482809, -6.579988], [-22.530157, 12.246465, -7.302429], [-25.656488, 11.650248, -10.503617], [-26.101782, 10.715671, -9.895815], [-26.339352, 12.332231, -11.366935], [-24.397523, 11.998995, -10.474061], [-27.314694, 12.086318, -11.458165], [-25.795146, 13.031894, -11.851103], [-23.801503, 11.647159, -9.738496], [-24.027533, 12.742992, -11.048244]], "forces_ev_per_a": [[2.6642, 3.7701, 0.2020], [1.2939, -0.3691, 0.2502], [-1.5847, 1.0660, -6.5705], [-2.5448, -3.7491, 5.5115], [-0.0080, 0.4478, -0.2173], [0.1147, -0.5877, -0.0674], [0.3329, -0.9307, 0.4422], [-0.1584, 0.4959, 0.3545], [-2.8068, -2.5031, -1.7136], [0.5333, 1.0617, 0.8850], [-1.9112, 0.0558, 0.5083], [4.1815, 1.4213, 0.7360], [0.2028, 0.2836, 0.2702], [-0.1603, -0.1834, -0.3090], [0.3402, -0.2814, -0.3997], [-0.4427, -0.1455, 0.0056], [3.0908, -1.9303, 0.1873], [-1.2582, 2.3873, -0.8302], [-4.3302, 0.8836, 1.4357], [1.6376, -0.8043, -0.6778], [0.2691, 0.4277, -0.3897], [-0.4206, -0.3291, 0.3494], [0.3106, -0.5540, 0.5315], [0.7070, -0.0263, -0.6986], [4.1182, -3.8218, -1.3366], [-2.4223, 1.9832, -0.5511], [0.6731, -0.4003, -1.3241], [-2.6422, 2.3197, 3.8560], [0.1623, -0.6168, -0.4853], [0.2802, 0.3348, -0.8335], [-0.0851, 0.0548, 0.8394], [-0.1272, 0.4247, -0.1507], [0.6542, -1.0240, -0.2404], [1.4550, 2.4356, 0.2839], [0.2231, 0.1952, -0.4898], [-2.8319, -1.3630, 0.9809], [0.1545, -0.2439, -0.2737], [0.3747, 0.4199, -0.3418], [-0.2289, 0.2448, 0.3187], [0.1042, -0.1138, -0.0999], [-6.7666, 3.9777, -2.3307], [0.7414, -0.2028, 1.0448], [-0.2514, -0.2647, 1.6253], [5.2610, -3.9899, -1.1592], [-0.3511, 1.0593, 0.8904], [0.0053, 0.2662, 0.6019], [0.7281, -0.5346, -0.7818], [0.4080, 0.0210, 0.1174], [6.3603, -1.8569, -0.4145], [-4.5704, 1.7439, -0.8957], [-1.4326, -0.3891, 1.9712], [-1.4011, -0.1760, -0.2092], [0.5823, 0.0053, 0.4672], [-0.1153, 0.0143, -0.1584], [0.6320, -0.6021, -0.5935], [0.5411, 0.5574, -0.2731], [1.8097, -0.6223, -2.1060], [-1.0237, -0.5041, 1.2684], [1.4122, -1.9044, -0.7378], [-1.7821, 1.8498, 1.0487], [-0.1884, 0.4582, -0.3060], [-0.1150, -0.0224, 0.2193], [0.5209, 0.1813, 0.6643], [-0.6517, 0.5253, 0.0439], [1.7494, 0.2111, -0.6907], [-0.9562, 0.9359, 0.1151], [4.1762, 0.1090, -0.4318], [-5.2655, -0.9434, 0.3464], [0.3785, 0.2879, 0.3622], [-0.0558, -0.3666, 0.1821], [0.0623, 0.3330, -0.0528], [-0.7143, -1.3918, 0.2836], [3.8289, -2.2000, 0.7446], [0.0945, 0.1801, -0.0177], [0.1058, 3.0116, -0.4356], [-2.3119, -1.4576, -0.7457], [0.0553, 0.8623, 0.0594], [-0.6079, 0.3191, 0.4326], [-0.1846, 0.2596, 0.0862], [-0.8629, -1.1172, -0.2919], [0.6984, -3.4650, 3.7789], [-0.2251, 0.1026, -0.3266], [-4.1793, 0.4685, -2.6157], [5.0585, 3.9344, -0.1624], [-0.3595, -0.4284, 0.1473], [-0.1063, 0.3170, -0.9345], [-0.1699, -0.3258, 0.0103], [-0.5342, -0.3037, 0.1656], [-0.5104, 2.4030, -1.3749], [-0.3097, -0.0912, -1.4571], [-0.8781, -0.6971, 5.1367], [1.2930, -0.6712, -3.3288], [0.0072, 0.0980, -0.2204], [-0.0442, -0.6124, 0.7842], [0.2589, -0.6596, 0.2604], [-0.0609, 0.1498, -0.5370], [0.4203, 0.4887, -1.5735], [0.4836, 0.1869, 0.9978], [-4.1718, -3.0671, -0.8323], [4.0351, 3.4883, 1.3998], [0.0225, -0.6254, 0.0315], [-0.7820, 0.0581, -0.1168], [-0.1338, -0.7273, 0.0510], [-0.1584, 0.2611, 0.0807], [1.9627, 1.5972, -3.3561], [1.9115, -1.6934, 1.0657], [-1.4312, 1.5722, -0.9619], [-3.0633, -1.5451, 4.2913], [0.3152, 0.5735, -1.1807], [0.0046, -0.0237, 0.4014], [0.1941, -0.1869, 0.6306], [0.2260, 0.2291, -0.1548], [-1.0514, 0.2078, 1.3172], [1.2501, 1.7228, 1.5628], [-0.7046, 3.2906, -2.4455], [0.0386, -4.1720, -0.7280], [-0.0484, 0.1753, -0.0316], [0.2101, -0.7932, -0.0197], [0.6151, -0.8168, 0.1202], [-0.6626, 0.2146, 0.0655], [-1.5497, 0.8430, -0.2050], [2.6331, 0.1255, 5.9174], [3.1387, -2.5138, -3.1385], [-4.1080, 1.6178, -2.9526], [-0.1691, -0.0301, 0.0821], [0.7106, -0.1290, -0.1974], [-0.0980, 0.2817, -0.2027], [-0.1377, -0.1656, 0.2474], [-2.4606, 1.2062, -2.9797], [-0.2332, -0.0301, 0.6024], [1.7103, -2.4221, -1.9383], [1.6733, 1.6937, 3.9689], [-0.3856, -0.3310, -0.3082], [0.1071, 0.2818, 0.2760], [-0.2140, -0.4708, -0.2083], [-0.2372, 0.0524, 0.6502], [-3.0788, 2.8562, -0.0614], [3.5245, -1.4637, -0.2660], [0.9959, 1.7671, 0.3272], [-0.9302, -3.2439, -0.0585], [-0.3702, -0.1233, -0.5244], [-0.0235, 0.2178, 0.2002], [-0.5363, -0.3613, 0.0140], [0.2379, -0.0663, -0.1648], [-0.9582, -2.9303, -0.9682], [0.2597, 0.4957, 2.4338], [-0.5636, 3.5701, -0.6713], [-0.0019, -1.2928, -0.5890], [0.9202, 0.9009, -0.3238], [-0.6235, 0.5435, -0.1478], [-0.1086, -0.9978, 0.5353], [0.8181, 0.0391, 0.3353], [-0.4101, 2.4479, -0.5195], [4.0330, -0.2675, -0.5352], [-3.1451, 6.6172, -4.0119], [-0.9659, -8.6339, 4.8253], [0.3923, 0.4706, -0.4320], [0.2860, 0.3507, -0.0329], [0.7923, -0.7914, 0.4242], [-0.4247, -0.1809, 0.2014], [3.1317, -2.0518, -0.5439], [-0.2080, 0.7279, 1.2225], [-0.5877, 1.0061, -1.5437], [-1.4155, 0.4108, 0.8359], [-0.4971, -0.1621, 0.6502], [0.8090, 0.2149, -0.3133], [-0.9724, -0.1975, -0.6705], [0.0372, -0.1221, 0.4706], [-2.5065, 0.2157, 0.8915], [2.1601, -4.8070, 0.8763], [0.3114, 4.2870, -0.8980], [-0.6282, -0.7450, -0.0663], [0.9984, 0.4990, -0.0502], [-0.1330, 0.7844, -0.5029], [-0.1044, 0.3314, -0.2769], [0.1774, -0.3935, 0.1012], [-2.2092, -2.6661, 0.1962], [0.4101, 0.4354, 0.2589], [4.0112, 1.2971, -1.9381], [-2.3239, 0.6583, 1.4547], [-0.2486, 0.3106, 0.3011], [0.3369, -0.3015, -0.1873], [-0.4582, 0.2942, 0.2146], [0.2151, -0.0400, -0.2760], [1.6318, -2.7319, 0.3675], [-0.6459, 0.7850, -0.4112], [-1.0384, 1.4622, 3.4199], [0.1181, 0.4470, -2.8287], [-0.3689, 0.0121, 0.4911], [0.1893, -0.3356, -0.1274], [-0.0009, 0.0738, -0.7009], [0.9345, 0.3765, 0.2677], [-0.0031, -1.2655, -3.9464], [0.2470, -0.0720, 0.0920], [3.5813, -1.5763, -0.5589], [-3.7935, 2.1860, 3.7229], [0.7351, -0.4692, -0.6266], [0.4049, 0.1685, 0.6315], [-1.1249, 0.5123, 0.1714], [-0.2974, 0.2660, 0.5517], [4.2875, 0.0094, 0.9284], [-5.2238, 2.5805, -1.0736], [1.6650, 2.3331, -2.9347], [-1.9999, -3.9400, 2.6284], [0.2560, 0.7161, -0.7731], [0.7644, -0.0153, 0.0170], [0.4474, -1.0131, 0.2065], [-0.7923, -0.4428, 0.6787], [0.6121, -0.4349, -0.4230], [-1.4506, -2.3698, 2.4457], [-1.8618, 1.6684, -1.7101], [3.7371, 0.5785, 0.6044], [0.3399, 0.5055, -0.5409], [-1.2549, 0.1050, -0.3964], [-0.1152, 0.0714, -0.1422], [0.0351, -0.1041, 0.3271]], "lowdin_charge": [-0.772, 0.044, 0.160, 0.179, 0.079, 0.120, 0.133, 0.093, -0.722, -0.007, 0.163, 0.168, 0.109, 0.081, 0.060, 0.109, -0.784, 0.074, 0.159, 0.143, 0.103, 0.102, 0.117, 0.103, -0.670, -0.021, 0.181, 0.159, 0.101, 0.052, 0.122, 0.139, -0.746, 0.015, 0.208, 0.188, 0.067, 0.057, 0.055, 0.090, -0.797, -0.011, 0.187, 0.188, 0.058, 0.054, 0.104, 0.102, -0.710, -0.026, 0.244, 0.201, 0.074, 0.118, 0.056, 0.084, -0.701, -0.019, 0.158, 0.177, 0.111, 0.112, 0.097, 0.105, -0.761, 0.051, 0.158, 0.186, 0.051, 0.054, 0.081, 0.111, -0.727, -0.009, 0.195, 0.189, 0.057, 0.072, 0.112, 0.078, -0.806, 0.013, 0.176, 0.160, 0.121, 0.069, 0.108, 0.122, -0.726, -0.028, 0.181, 0.203, 0.089, 0.061, 0.104, 0.101, -0.733, 0.010, 0.186, 0.172, 0.121, 0.111, 0.119, 0.061, -0.783, 0.077, 0.165, 0.143, 0.096, 0.067, 0.107, 0.133, -0.819, 0.035, 0.207, 0.170, 0.076, 0.089, 0.122, 0.127, -0.801, 0.040, 0.178, 0.200, 0.128, 0.122, 0.061, 0.108, -0.771, 0.050, 0.169, 0.162, 0.102, 0.123, 0.088, 0.095, -0.663, -0.035, 0.166, 0.146, 0.045, 0.089, 0.109, 0.121, -0.669, -0.007, 0.137, 0.187, 0.121, 0.115, 0.112, 0.069, -0.814, 0.063, 0.178, 0.190, 0.078, 0.064, 0.079, 0.140, -0.697, 0.025, 0.162, 0.178, 0.112, 0.070, 0.093, 0.064, -0.786, 0.030, 0.200, 0.162, 0.123, 0.091, 0.106, 0.098, -0.755, -0.017, 0.176, 0.161, 0.099, 0.107, 0.043, 0.110, -0.648, -0.058, 0.199, 0.218, 0.080, 0.083, 0.110, 0.055, -0.748, 0.000, 0.181, 0.196, 0.119, 0.128, 0.109, 0.079, -0.841, 0.086, 0.168, 0.188, 0.039, 0.091, 0.083, 0.061, -0.768, 0.010, 0.198, 0.201, 0.130, 0.122, 0.101, 0.118], "de_lowest_kj_mol": 1719.8, "e_tot_ev": -165516.521, "spin_multiplicity": 1, "homo_ev": -8.964, "lumo_energy_ev": -0.2, "total_charge": 0}